Density functional theory data (the ωB97M-V functional and the def2-TZVPD basis) for a molecular structure, C36H63ClF7NbO29PS2.

The calculation puts the HOMO energy at -6.31 eV. Its total charge is -1. Its frontier orbital gap is 5.392 eV. The LUMO energy comes out at -0.034 hartree. The calculation puts the total energy at -5945.02037 a.u.

Each line ends with the Mulliken charge.
Positions of all 140 atoms, in Å:
C1 8.504 1.404 2.953  -1.0956
C2 7.292 1.110 1.841  0.1455
C3 7.071 -0.485 1.694  0.1170
Cl1 8.715 -1.408 1.879  -0.1545
Nb1 6.163 -1.254 -0.249  0.1060
F1 7.807 -2.581 -0.459  -0.7098
C4 4.350 0.070 -0.198  -0.5335
O1 4.391 1.326 0.548  -0.0246
C5 2.998 1.835 0.300  0.0174
C6 2.595 2.695 -1.071  -0.0562
C7 1.031 3.198 -1.389  -0.4829
C8 -0.193 2.817 -0.320  -0.3534
C9 0.169 1.992 1.065  -0.3353
C10 1.745 1.509 1.343  -0.0807
C11 5.238 -2.139 -2.179  0.3817
F2 5.148 -1.118 -3.292  -0.2714
F3 5.898 -3.379 -2.645  -0.2194
F4 3.787 -2.348 -1.807  -0.2023
P1 7.552 0.425 -1.671  0.5914
O2 7.944 -0.169 -3.263  -0.4662
O3 9.113 0.524 -0.824  -0.5037
S1 6.656 2.163 -1.817  -0.3627
S2 4.945 -2.962 1.228  0.8604
O4 6.078 -3.535 2.168  -0.6012
O5 4.406 -4.180 0.445  -0.6134
C12 3.664 -2.208 2.356  0.4114
F5 2.270 -2.187 1.779  -0.1765
F6 3.932 -0.827 2.815  -0.2061
F7 3.549 -3.110 3.560  -0.2407
H1 8.524 2.530 3.314  0.3351
H2 8.364 0.766 3.944  0.2605
H3 9.585 1.206 2.500  0.2582
H4 7.564 1.717 0.891  -0.0433
H5 6.306 1.585 2.319  0.1471
H6 6.474 -0.827 2.671  0.3060
H7 4.093 0.371 -1.326  0.4412
H8 3.395 -0.557 0.150  0.4698
H9 3.426 2.944 -1.871  0.2518
H10 0.738 3.787 -2.365  0.2668
H11 -1.334 3.112 -0.507  0.2223
H12 -0.614 1.684 1.888  0.3011
H13 2.027 0.892 2.303  0.2708
H14 8.241 -1.122 -3.176  0.2712
H15 9.611 -0.320 -1.096  0.3058
C13 -1.290 -2.680 0.774  -0.5606
O6 -2.712 -2.769 0.700  -0.3486
C14 -3.330 -1.596 0.411  0.7836
O7 -2.779 -0.523 0.219  -0.5150
O8 -4.667 -1.824 0.372  -0.3862
C15 -5.450 -0.669 0.076  -0.4016
H16 -0.901 -3.675 1.010  0.2849
H17 -0.872 -2.367 -0.188  0.3209
H18 -0.987 -1.994 1.571  0.1973
H19 -5.199 -0.275 -0.914  0.1005
H20 -5.314 0.098 0.845  0.2896
H21 -6.503 -0.967 0.070  0.2351
C16 9.361 -0.903 -9.189  -0.6160
O9 8.187 -1.098 -8.403  -0.3135
C17 8.304 -2.063 -7.455  0.7371
O10 9.297 -2.741 -7.241  -0.5522
O11 7.126 -2.141 -6.788  -0.2797
C18 7.102 -3.123 -5.753  -0.4413
H22 9.155 -0.111 -9.914  0.2189
H23 10.199 -0.585 -8.560  0.2827
H24 9.613 -1.816 -9.740  0.2855
H25 7.849 -2.893 -4.986  0.1589
H26 7.263 -4.123 -6.166  0.3609
H27 6.113 -3.098 -5.287  0.1464
C19 -3.415 -0.505 4.164  -0.4308
O12 -2.952 -0.742 5.492  -0.3378
C20 -1.899 0.030 5.862  0.8065
O13 -1.349 0.872 5.170  -0.5574
O14 -1.564 -0.297 7.136  -0.3176
C21 -0.463 0.442 7.661  -0.6431
H28 -4.258 -1.176 3.976  0.2491
H29 -3.766 0.526 4.056  0.3314
H30 -2.629 -0.727 3.436  0.0734
H31 -0.695 1.511 7.693  0.2979
H32 0.441 0.258 7.072  0.2966
H33 -0.283 0.099 8.684  0.2246
C22 9.121 -9.508 -2.221  -0.6268
O15 8.695 -8.303 -1.588  -0.3091
C23 7.392 -7.990 -1.803  0.7101
O16 6.599 -8.638 -2.468  -0.5561
O17 7.124 -6.831 -1.150  -0.2091
C24 5.779 -6.377 -1.287  -0.2582
H34 10.177 -9.660 -1.982  0.2211
H35 8.556 -10.365 -1.840  0.2827
H36 9.022 -9.429 -3.308  0.2803
H37 5.080 -7.109 -0.869  0.3193
H38 5.546 -6.173 -2.337  0.2652
H39 5.678 -5.445 -0.725  -0.1092
C25 -8.240 4.829 -2.767  -0.7132
O18 -7.353 3.939 -2.093  -0.2601
C26 -6.402 3.390 -2.889  0.6557
O19 -6.261 3.595 -4.084  -0.5617
O20 -5.634 2.572 -2.125  -0.1245
C27 -4.584 1.920 -2.836  -0.6256
H40 -8.958 5.210 -2.035  0.2287
H41 -7.691 5.679 -3.184  0.3240
H42 -8.794 4.302 -3.551  0.3222
H43 -3.888 2.654 -3.256  0.3320
H44 -4.991 1.276 -3.622  0.3362
H45 -4.035 1.292 -2.128  0.0867
C28 -11.917 -3.140 -2.280  -0.6036
O21 -11.759 -1.727 -2.385  -0.3251
C29 -10.653 -1.241 -1.767  0.7585
O22 -9.825 -1.900 -1.157  -0.5457
O23 -10.627 0.104 -1.945  -0.3180
C30 -9.509 0.754 -1.343  -0.4313
H46 -12.833 -3.418 -2.809  0.2189
H47 -11.076 -3.659 -2.751  0.2894
H48 -12.021 -3.440 -1.232  0.2861
H49 -8.572 0.391 -1.777  0.2268
H50 -9.517 0.610 -0.258  0.3173
H51 -9.591 1.825 -1.548  0.1280
C31 -8.136 3.530 5.739  -0.5940
O24 -7.267 3.160 6.807  -0.3241
C32 -6.734 1.918 6.689  0.7942
O25 -6.939 1.134 5.776  -0.5524
O26 -5.934 1.699 7.763  -0.3264
C33 -5.302 0.421 7.773  -0.2375
H52 -8.504 4.541 5.937  0.2216
H53 -7.596 3.540 4.787  0.2612
H54 -8.997 2.854 5.691  0.2885
H55 -4.648 0.307 6.903  -0.0665
H56 -6.049 -0.379 7.806  0.2952
H57 -4.688 0.355 8.676  0.2297
C34 -3.869 8.290 -2.003  -0.6049
O27 -5.043 8.095 -1.216  -0.3256
C35 -4.926 7.131 -0.268  0.8223
O28 -3.934 6.453 -0.054  -0.5573
O29 -6.105 7.052 0.399  -0.3176
C36 -6.128 6.071 1.434  -0.5496
H58 -4.075 9.083 -2.727  0.2203
H59 -3.031 8.608 -1.374  0.2908
H60 -3.617 7.378 -2.553  0.2746
H61 -5.381 6.300 2.201  0.3146
H62 -5.967 5.070 1.021  0.2353
H63 -7.117 6.095 1.900  0.2100


Density functional theory data (the ωB97M-V functional and the def2-TZVPD basis) for a molecular structure, C2H5FO.

The calculation puts the HOMO energy (spin up / spin down) at -4.53 / -13.40 eV. The spin multiplicity is 3. The expectation value of S² is 2.00. Its frontier orbital gap (spin up / spin down) is 5.549 / 9.165 eV. The LUMO energy (spin up / spin down) comes out at 0.037 / -0.156 hartree. The calculation puts the total energy at -254.04244 a.u. The energy relative to the best compared isomer or geometry (same formula, charge and spin) comes out at 2.518 eV.

Each line ends with the Mulliken charge.
Positions of all 9 atoms, in Å:
C1 -0.642 -0.307 0.401  -1.1669
C2 0.713 0.010 -0.141  -0.2382
O1 1.172 1.194 0.224  -0.1903
F1 1.652 -0.932 0.038  -0.1820
H1 -0.661 -0.260 1.551  0.2875
H2 -1.259 0.396 -0.052  0.3941
H3 -0.929 -1.346 0.217  0.3625
H4 0.624 0.074 -1.491  0.4012
H5 1.864 1.411 -0.390  0.3322


Density functional theory data (the ωB97M-V functional and the def2-TZVPD basis) for a molecular structure, C49H39BrIN4O5PSW.

The calculation puts the HOMO energy (spin up / spin down) at -12.79 / -13.25 eV. Its total charge is +2. The spin multiplicity is 3. The expectation value of S² is 2.01. Its frontier orbital gap (spin up / spin down) is 6.393 / 6.817 eV. The LUMO energy (spin up / spin down) comes out at -0.235 / -0.236 hartree. The calculation puts the total energy at -6163.88533 a.u. The energy relative to the best compared isomer or geometry (same formula, charge and spin) comes out at 0.000 eV.

Each line ends with the Mulliken charge.
Positions of all 102 atoms, in Å:
W1 -0.752 0.584 0.494  0.4311
O1 -0.894 2.587 0.244  0.0165
P1 0.256 3.604 -0.088  0.8353
C1 -0.287 5.205 0.454  0.5885
C2 0.151 6.351 -0.210  -0.3835
C3 -0.204 7.600 0.275  -0.7874
C4 -0.994 7.703 1.411  -0.5544
C5 -1.434 6.561 2.071  -0.7743
C6 -1.078 5.311 1.599  -0.4487
C7 1.635 3.046 0.914  0.4261
C8 1.315 2.210 1.988  -0.2944
C9 2.297 1.769 2.864  -1.1285
C10 3.610 2.169 2.674  -0.6303
C11 3.933 3.017 1.622  -0.7756
C12 2.953 3.467 0.750  -0.4748
C13 0.569 3.688 -1.836  0.9811
C14 1.801 3.429 -2.428  -0.4435
C15 1.940 3.554 -3.801  -0.7042
C16 0.853 3.919 -4.582  -0.7120
C17 -0.381 4.170 -3.994  -0.9146
C18 -0.523 4.067 -2.621  -0.4757
H1 0.757 6.272 -1.105  0.4091
H2 0.132 8.491 -0.236  0.4486
H3 -1.272 8.679 1.785  0.4207
H4 -2.054 6.650 2.953  0.4493
H5 -1.421 4.420 2.112  0.2758
H6 0.274 2.015 2.255  0.9828
H7 2.029 1.129 3.694  0.5055
H8 4.387 1.831 3.346  0.4586
H9 4.960 3.331 1.484  0.5358
H10 3.222 4.159 -0.037  0.6013
H11 2.645 3.107 -1.834  0.4937
H12 2.900 3.365 -4.263  0.5075
H13 0.967 4.013 -5.653  0.4373
H14 -1.225 4.461 -4.604  0.4727
H15 -1.479 4.292 -2.161  0.4644
O2 7.543 -0.108 -0.860  -0.4682
C19 6.600 0.118 0.068  0.4807
O3 6.897 0.410 1.192  -0.5155
C20 5.166 0.027 -0.359  0.5101
C21 4.722 0.408 -1.621  -0.8138
C22 3.364 0.466 -1.894  -1.7451
C23 2.438 0.133 -0.907  1.4367
S1 0.723 0.269 -1.348  -0.5152
C24 2.886 -0.321 0.329  -0.1668
C25 4.240 -0.354 0.604  -1.0731
H16 7.163 -0.463 -1.673  0.3379
H17 5.426 0.711 -2.387  0.4733
H18 3.017 0.783 -2.869  0.7393
H19 2.183 -0.615 1.095  0.4451
H20 4.599 -0.654 1.579  0.5723
Br1 -5.926 1.785 0.798  -0.0670
C26 -5.405 -0.026 0.824  0.2209
C27 -6.205 -0.954 0.168  -0.2572
C28 -5.885 -2.302 0.204  -1.0224
C29 -4.780 -2.745 0.918  -0.1278
C30 -3.979 -1.828 1.579  -0.2732
C31 -4.282 -0.476 1.507  -0.3606
I1 -2.965 0.864 2.446  0.2983
H21 -7.085 -0.611 -0.359  0.4568
H22 -6.520 -3.011 -0.310  0.4571
H23 -4.541 -3.799 0.974  0.3189
H24 -3.133 -2.171 2.158  0.6987
O4 0.044 -0.565 2.077  -0.7220
C32 -0.248 -1.694 1.535  -1.0862
N1 0.104 -2.924 1.837  0.3806
C33 -0.338 -3.827 0.743  3.8299
C34 -1.016 -2.796 -0.199  -0.7612
O5 -1.493 -3.014 -1.287  -0.8334
N2 -0.998 -1.574 0.432  0.8640
C35 -1.403 -4.813 1.203  -0.8040
C36 -1.949 -5.680 0.258  -0.0331
C37 -2.938 -6.575 0.630  -0.9733
C38 -3.387 -6.615 1.945  -0.5183
C39 -2.844 -5.756 2.886  -0.9413
C40 -1.855 -4.851 2.515  -0.2910
C41 0.885 -4.460 0.097  0.0432
C42 1.319 -5.714 0.511  -0.4262
C43 2.491 -6.246 -0.006  -0.9206
C44 3.231 -5.529 -0.936  -0.5597
C45 2.799 -4.276 -1.349  -0.9877
C46 1.630 -3.740 -0.833  -0.2563
H25 0.808 -3.172 2.517  0.3753
H26 -1.594 -5.656 -0.764  0.5381
H27 -3.353 -7.250 -0.106  0.4376
H28 -4.152 -7.324 2.236  0.4431
H29 -3.180 -5.790 3.914  0.4559
H30 -1.435 -4.193 3.265  0.4144
H31 0.738 -6.282 1.227  0.5051
H32 2.823 -7.224 0.314  0.4411
H33 4.140 -5.950 -1.343  0.4263
H34 3.369 -3.718 -2.080  0.4845
H35 1.301 -2.763 -1.172  0.3905
N3 -2.566 -0.513 -1.770  0.1705
C47 -3.553 -0.192 -2.600  -0.3667
C48 -3.949 1.107 -2.322  -1.3859
C49 -3.138 1.509 -1.277  -0.5448
N4 -2.293 0.516 -0.938  0.9202
H36 -2.109 -1.436 -1.675  -0.0126
H37 -3.910 -0.903 -3.327  0.5874
H38 -4.725 1.674 -2.803  0.5361
H39 -3.108 2.444 -0.746  0.9002


Density functional theory data (the ωB97M-V functional and the def2-TZVPD basis) for 5 unconnected molecules or ions with the total composition C23H44BrFNO14S.

The calculation puts the HOMO energy at -4.62 eV. Its total charge is -1. Its frontier orbital gap is 6.620 eV. The LUMO energy comes out at 0.073 hartree. The calculation puts the total energy at -5083.08794 a.u.

Each line ends with the Mulliken charge.
Positions of all 85 atoms, in Å:
C1 -5.038 -1.921 -0.176  -1.3428
C2 -3.982 -0.833 0.022  0.0732
S1 -3.744 0.001 -1.559  -0.1522
C3 -2.156 0.827 -1.370  -0.8481
N1 -2.043 1.834 -0.323  0.6842
C4 -3.201 2.631 -0.110  0.1660
F1 -3.669 3.236 -1.296  -0.4923
C5 -3.021 3.738 0.913  -0.8371
C6 -2.685 3.206 2.309  -1.0642
C7 -0.775 2.585 -0.388  -0.3436
C8 -0.688 3.618 -1.557  0.3210
O1 -0.367 4.771 -1.213  -0.7623
O2 -0.874 3.152 -2.680  -0.7496
C9 0.394 1.607 -0.531  -0.9596
Br1 2.086 2.596 -0.616  -0.1146
C10 0.535 0.565 0.575  0.1246
C11 0.802 1.086 1.982  -1.0334
H1 -5.282 -2.393 0.773  0.3816
H2 -5.952 -1.458 -0.550  0.4102
H3 -4.703 -2.663 -0.895  0.2171
H4 -3.045 -1.265 0.369  0.0293
H5 -4.349 -0.134 0.771  0.3148
H6 -1.965 1.265 -2.352  0.3003
H7 -1.427 0.032 -1.226  0.3462
H8 -4.036 2.009 0.219  0.4858
H9 -2.317 4.486 0.556  0.3218
H10 -3.994 4.227 0.971  0.4742
H11 -1.982 2.381 2.279  0.0827
H12 -3.601 2.889 2.809  0.3732
H13 -2.283 4.017 2.914  0.3171
H14 -0.601 3.129 0.539  0.6239
H15 0.365 1.128 -1.504  0.7673
H16 -0.351 -0.068 0.623  -0.2223
H17 1.364 -0.085 0.287  0.4232
H18 0.892 0.226 2.650  0.3135
H19 1.734 1.636 2.060  0.3346
H20 -0.030 1.680 2.353  0.1318
C12 2.626 5.959 -1.350  -0.4880
O3 3.508 6.942 -1.950  -0.3127
C13 4.623 7.175 -1.294  0.7324
O4 4.987 6.668 -0.263  -0.5623
O5 5.328 8.101 -1.972  -0.3309
C14 6.567 8.442 -1.361  -0.6310
H21 1.754 5.872 -1.989  0.2732
H22 3.123 4.997 -1.286  0.1193
H23 2.308 6.286 -0.364  0.3157
H24 7.217 7.572 -1.288  0.2875
H25 6.408 8.861 -0.369  0.2829
H26 7.025 9.189 -2.006  0.2096
C15 -2.575 -7.166 0.686  -0.6674
O6 -2.990 -5.924 0.119  -0.3151
C16 -2.268 -5.535 -0.936  0.7937
O7 -1.345 -6.144 -1.413  -0.5836
O8 -2.748 -4.374 -1.354  -0.2083
C17 -2.136 -3.826 -2.530  -0.3609
H27 -3.242 -7.351 1.523  0.2317
H28 -2.663 -7.970 -0.042  0.2935
H29 -1.547 -7.104 1.041  0.2853
H30 -2.289 -4.494 -3.376  0.3562
H31 -1.073 -3.644 -2.383  0.0819
H32 -2.644 -2.884 -2.709  0.1198
C18 2.235 -3.364 6.697  -0.6293
O9 1.368 -4.053 5.793  -0.3491
C19 1.305 -3.502 4.580  0.7780
O10 1.904 -2.526 4.215  -0.5287
O11 0.476 -4.223 3.827  -0.3204
C20 0.301 -3.695 2.505  -0.4131
H33 2.190 -3.914 7.632  0.2123
H34 3.256 -3.357 6.320  0.2934
H35 1.894 -2.342 6.852  0.2996
H36 1.251 -3.654 1.976  0.2677
H37 -0.142 -2.702 2.547  0.2502
H38 -0.373 -4.375 1.992  0.1236
C21 2.068 -4.781 -2.096  -0.3948
O12 2.811 -3.829 -2.859  -0.3678
C22 2.207 -2.643 -2.983  0.7297
O13 1.133 -2.360 -2.519  -0.4601
O14 2.989 -1.849 -3.704  -0.3782
C23 2.456 -0.531 -3.909  -0.4196
H39 2.669 -5.685 -2.076  0.2792
H40 1.910 -4.421 -1.080  0.1273
H41 1.107 -4.987 -2.564  0.2307
H42 2.319 -0.021 -2.959  0.1323
H43 1.511 -0.580 -4.444  0.2716
H44 3.183 0.009 -4.506  0.2475


What did we get for largest force on an atom? Answer: 7.58 6.55 0.62 1.28 eV/A, in the order shown.